80
Properties=species:S:1:pos:R:3:nbo_charge:R:1 method="wB97M-V/def2-TZVPD" energy_ha=-2452.6441 total_charge=0
C -2.61955 2.48871 -0.16728 0.249
H 1.41886 -0.94561 4.44761 0.211
C -1.83919 0.32539 3.01177 -0.663
H 3.54352 2.22847 -0.91163 0.173
H -2.64395 2.57111 -5.15546 0.227
H -3.20822 -2.47785 -3.40704 0.164
H -2.24995 4.20510 2.02423 0.210
N -0.67990 1.59687 1.09921 -0.546
H 0.69309 -2.51590 4.85253 0.212
H 5.07828 -2.94859 2.44911 0.210
N -0.75143 0.68788 -3.17695 -0.471
H 3.56682 0.34543 -2.45020 0.181
H 1.94342 -1.22370 -3.94043 0.178
C 1.63027 -1.96046 4.79129 -0.617
C -4.33173 3.35861 -1.58892 -0.167
C 0.89068 -3.60020 2.35004 0.725
H 1.82492 -0.93969 -1.34490 0.407
H 3.56381 -2.08734 3.86583 0.223
H 2.84707 -3.65545 4.23799 0.215
C 2.63186 -2.64979 3.87081 -0.378
H 2.28488 3.16918 1.11908 0.188
H 5.19455 -3.50464 0.78340 0.210
H -4.08814 2.92268 -3.68774 0.218
H 1.12369 1.20445 2.04370 0.252
H 0.34173 2.67262 2.64051 0.180
H -4.07417 -2.86601 -1.91469 0.161
O -0.39199 -2.19622 -0.63305 -0.749
C 0.26439 -2.23582 0.42530 0.799
C 1.98675 -1.38642 1.78354 0.700
H 1.24114 2.86851 -1.33195 0.364
H 2.03042 -1.88417 5.80364 0.211
Ca -0.50268 0.21449 -0.75175 1.730
C 2.59001 0.75967 -2.17245 -0.217
C -2.51010 2.11766 -2.47060 0.172
H 2.30342 1.45417 -2.97102 0.178
H -4.31164 3.62641 0.53848 0.216
C -2.00365 2.21397 1.17718 -0.004
H -1.14256 0.88542 3.63804 0.203
O 0.62442 -4.49587 3.11870 -0.591
O 2.67480 -0.45598 2.18490 -0.654
H -1.11098 1.81085 -5.59239 0.231
N 1.42774 2.21016 -0.58679 -0.660
H -0.39368 -0.60153 -4.82343 0.206
N 0.07907 -3.31432 1.27267 -0.667
N 1.09319 -1.22223 0.76589 -0.789
C -1.68893 1.44928 -3.56801 0.323
C 2.16139 -2.76881 2.42664 -0.267
H -1.73150 2.97575 3.17161 0.227
H -3.39227 3.00322 2.62644 0.220
C -1.75279 0.69201 1.54986 0.478
O -2.08090 -0.28127 0.68745 -0.951
H 2.89963 0.83870 -0.03549 0.229
H 2.77981 -3.65689 0.54239 0.203
C -3.15586 -2.43142 -2.31926 -0.247
C -3.67774 2.81387 -2.69426 -0.247
H -0.70870 -3.91772 1.09204 0.425
H 0.57516 -1.81720 -2.99559 0.227
C -2.02392 1.69087 -5.00830 -0.696
C 0.15780 -0.00108 -4.09442 -0.262
H -1.60705 -0.73620 3.09871 0.236
N -2.01619 1.96975 -1.23495 -0.510
C 2.69840 1.53054 -0.85888 -0.236
H -2.84985 0.47873 3.39493 0.218
C 1.30506 2.89647 0.71240 -0.215
N 1.55745 -0.26583 -2.06104 -0.699
H 4.54242 -1.90194 1.14308 0.219
H 0.72378 0.74207 -4.66610 0.192
C 4.57524 -2.93842 1.48164 -0.615
O -3.02374 -1.06454 -1.96387 -0.768
C 0.52943 2.06965 1.74545 -0.249
C -3.80985 3.20490 -0.32152 -0.196
C -2.35934 3.15154 2.30113 -0.639
H 0.76359 3.82930 0.53451 0.188
H -2.55839 0.82819 -5.41514 0.244
C 1.11299 -0.91667 -3.29368 -0.228
H -5.25806 3.90227 -1.72693 0.218
C 3.18486 -3.55619 1.55317 -0.368
H 3.23997 -4.56610 1.96758 0.216
H -2.84931 -0.99891 -1.01344 0.509
H -2.30195 -3.01799 -1.97496 0.186

---

110
Properties=species:S:1:pos:R:3:lowdin_charge:R:1 method="wB97M-V/def2-TZVPD" energy_ha=-4221.6225 total_charge=-2 relative_energy_kj_mol=178.2
C 2.17984 -8.59234 -6.15473 -0.134
C -0.74165 -2.78855 -2.77221 -0.067
C 4.32979 -8.30007 -5.26800 -0.170
C -1.60227 4.09444 3.63110 -0.066
H -4.90562 -6.97458 5.36220 0.108
C -0.97523 6.83400 -1.70671 -0.030
H -2.31233 2.41943 0.44729 0.123
O -0.61638 -3.42620 3.86998 -0.284
H -5.60467 4.61186 -0.63877 0.067
Rb 0.54355 -0.91971 3.47555 0.787
F 5.64777 -8.52353 -5.27294 0.084
C -3.83787 -6.63054 5.26620 -0.115
C 2.60348 3.27366 5.98613 -0.058
C -1.33921 2.76342 3.71093 -0.252
H 0.42971 -2.35667 -7.19043 0.116
H -0.06047 -3.71158 -5.12889 0.128
C -2.90586 4.54369 3.49236 -0.079
H -1.06947 7.62376 -0.96399 0.111
H -3.17604 5.54632 3.31181 0.084
C -3.01490 3.20835 0.30209 -0.117
C -0.72215 7.08210 -3.06702 -0.053
H 1.31490 4.79481 1.77425 0.128
H -2.13728 0.76402 3.63341 0.082
N -1.32106 -1.40825 -0.81780 0.108
H -0.31905 -5.75120 4.15169 0.094
C -0.40326 -1.91396 -3.96713 -0.179
C -0.40882 5.98372 -3.89792 0.019
C -2.87615 -7.61117 5.31225 -0.148
H -0.81159 -8.16140 4.83861 0.107
H 2.07858 4.17932 6.10241 0.075
C -4.67276 4.35018 -0.30100 -0.221
H -1.81023 -2.97146 -2.71223 0.135
H 1.51376 -2.99996 -1.06510 0.147
C 1.80440 -7.57807 -5.35058 -0.250
N -1.87883 -3.74431 3.84319 -0.298
C 2.01535 4.07498 -0.19522 -0.096
C 2.55361 -6.95970 -4.29074 -0.697
H -0.17008 -3.69778 -2.84760 0.073
C -2.25675 -5.03781 4.37700 -0.156
N 0.29976 3.72409 -5.44553 0.109
N 0.24423 2.44501 -5.95618 0.108
C -1.29563 -6.04408 4.45755 -0.022
C -1.38564 5.28912 0.23705 -0.080
H 4.41150 3.60418 6.91790 0.057
H -4.37439 -4.63965 4.71466 0.086
C 3.38247 1.16184 -2.25462 -0.446
F 4.82200 -6.60494 -3.71392 0.035
H 0.70046 0.10599 -7.01214 0.120
C 0.70587 -2.29270 -0.75753 -0.100
C -0.72126 4.38322 -1.98266 0.024
C -3.91880 3.60517 3.24817 -0.116
N -2.64521 4.54462 0.11580 -0.136
C 2.63600 2.97289 -0.82380 -0.493
H -0.00394 5.98278 -4.94469 0.117
H -4.86705 4.03218 3.10870 0.081
H 3.68478 0.54463 -3.13451 0.094
C -0.62364 -0.54356 -3.97755 0.045
H -0.68313 3.32918 -1.61396 0.153
F 0.51747 -7.19819 -5.58850 0.027
C -0.94715 5.52808 -1.21320 -0.208
S 1.86096 -5.85502 -3.20453 0.488
C -3.67551 2.24014 3.28065 -0.084
H -0.86961 -0.04011 -3.13794 0.079
N 3.37531 0.78802 -1.05459 0.049
O -0.38487 2.33410 -3.82871 0.132
C -0.15081 1.67085 -5.01289 -0.285
N 0.57744 -1.61028 0.43091 0.049
H -4.44899 1.47336 3.04576 0.127
N -0.05832 2.19999 4.00881 0.027
C 2.95005 1.77898 -0.17341 -0.312
C 3.87137 -7.35049 -4.36074 -0.250
C -0.06166 3.59899 -4.19157 -0.344
H -0.79499 4.68847 3.92059 0.081
F 1.34233 -9.11586 -7.13276 0.048
O -2.44103 -1.77195 3.31214 -0.228
C 4.37500 1.67323 5.97158 -0.120
N -3.70625 5.27772 -0.21493 0.101
C 2.68229 1.68326 1.17720 0.010
C 0.29079 -1.84214 -6.22775 -0.084
C -1.56514 -7.34693 4.90949 -0.080
H -0.66020 8.04737 -3.38944 0.063
C -0.21254 0.22301 -5.06177 -0.122
C 3.66121 0.81292 5.13008 -0.166
C 2.23951 2.81172 1.85542 -0.076
H 4.17938 -0.11351 4.93276 0.063
C 1.88079 3.97213 1.19710 -0.084
H -1.50918 6.19969 0.76927 0.106
C -2.37561 1.81882 3.50045 -0.019
N -4.31373 3.09920 0.03809 0.086
C -3.56956 -5.33320 4.76668 -0.020
F 3.99890 -9.95728 -6.92653 0.111
C -0.41152 4.66030 -3.29221 -0.151
C -0.66087 -1.07508 0.27320 -0.272
N 0.65939 2.94487 4.70393 0.046
H -1.22201 -0.51171 0.99954 0.082
C 3.52422 -9.01096 -6.15163 -0.188
C 1.91244 2.35688 5.15422 -0.353
C 0.25958 -0.49992 -6.18952 -0.049
H -0.68018 4.57002 0.76483 0.119
C -0.06360 -2.59506 -5.10445 -0.021
C 2.34704 1.11724 4.68901 -0.199
C 3.84205 2.87993 6.45207 -0.120
H 5.31776 1.40534 6.37454 0.069
H 2.12739 2.78663 2.91040 0.047
S 3.01683 2.86653 -2.49320 1.019
H -3.08290 -8.56373 5.75853 0.081
H 1.83818 4.94806 -0.71026 0.072
H 3.03269 0.77564 1.72537 0.128
N -2.83299 -2.93255 3.62324 -0.087
N -0.41427 -2.19672 -1.47755 -0.130

---

13
Properties=species:S:1:pos:R:3:nbo_charge:R:1 method="wB97M-V/def2-TZVPD" energy_ha=-232.3025 total_charge=0 relative_energy_kj_mol=375.9
C -0.02589 1.27486 0.20091 -0.632
O -0.71694 -1.24949 -0.59306 -0.352
H -0.92925 0.63185 0.43057 0.228
H -2.02470 -1.72760 0.86704 0.179
H -0.19205 2.00478 -0.59624 0.210
C 0.31467 -0.63062 -1.07518 0.116
H 0.13564 1.78333 1.14870 0.207
H 1.55003 -0.19640 0.64832 0.212
H -0.33666 -1.14486 1.44887 0.160
C 1.08796 0.30360 -0.21561 -0.491
C -1.09788 -1.21381 0.67911 -0.239
H 0.32988 -0.59603 -2.15645 0.176
H 1.90519 0.76038 -0.78699 0.227

---

86
Properties=species:S:1:pos:R:3:lowdin_charge:R:1 method="wB97M-V/def2-TZVPD" energy_ha=-3170.8140 total_charge=0
O -3.01727 0.44172 2.06767 -0.066
C 0.84994 -3.52500 0.66277 -0.203
C -2.46201 1.40531 2.97859 -0.193
H 1.58937 -0.09719 -5.93096 0.085
H 1.79859 -3.05556 0.34788 0.083
H 3.99372 1.88780 1.52556 0.030
H -2.30441 0.92627 -4.66788 0.017
H -1.50050 1.81518 2.61773 0.127
H 3.18936 -1.39974 -2.41148 0.096
H 4.01768 -1.18999 2.23381 0.035
H -0.70457 1.68073 -5.15978 0.025
H 0.47984 -4.20209 -0.12560 0.114
O -3.94630 -1.26756 4.01081 0.147
C -1.56447 0.77967 -0.51918 -0.219
C -1.65911 1.82244 -4.62356 -0.284
H 0.30802 -1.08872 -6.65764 0.084
C -0.89527 -2.48516 2.05575 0.029
C 0.93735 -0.96995 -5.76337 -0.025
C -0.98422 -1.49167 5.76123 -0.081
Si -1.32099 2.36173 -2.81414 0.575
H 0.90591 1.12056 -3.68546 0.096
H -1.35740 -1.74065 -5.26963 0.073
H 1.00412 3.00063 -2.00862 0.021
H -3.07466 3.99500 -3.27933 -0.052
C 0.28970 3.39128 -2.77395 -0.228
H -0.03814 -1.56024 5.19998 0.075
H 5.41921 -1.82874 1.23879 0.028
H -2.18848 2.65689 -5.16796 -0.089
H 3.23603 -2.71317 -1.20573 0.124
C 0.69999 0.08047 -3.39778 -0.090
H -2.23713 0.94663 3.96274 0.116
H 2.32890 -5.35204 1.69234 0.090
C 5.35962 -0.01042 -1.37243 -0.161
H -1.53247 -3.40486 4.71735 0.095
H -2.08393 3.86236 4.23187 0.079
Si 4.06859 -0.14821 0.00280 0.475
C -2.07522 -0.45071 1.62341 -0.150
H -2.37152 4.32244 -1.71908 0.027
C 0.04605 -0.74162 -4.52680 -0.439
C -2.73755 3.50274 -2.35906 -0.248
H 2.53560 1.72691 0.54664 0.023
Cl -1.66593 4.57804 -4.91960 -0.163
H -3.79685 4.08930 4.77665 0.076
C 1.19629 -2.20708 -1.89696 -0.084
O -2.34074 3.77938 0.57929 0.125
H 1.20688 -2.21248 -2.99768 0.100
O -2.41651 1.73792 -0.08116 -0.019
C 3.64155 1.63861 0.51501 -0.159
H 6.10669 -0.81703 -1.28250 0.036
H -4.41065 1.93686 3.60791 0.123
H 0.10060 4.44228 -2.53374 0.023
H 4.93293 0.04549 -2.38517 0.030
H -2.85104 2.70407 5.31322 0.076
C -0.04978 -0.06559 -2.08250 -0.140
O 1.60266 -3.77394 3.22683 -0.334
C 2.69033 -1.80217 -1.51764 -0.230
H 5.88814 0.94518 -1.20304 0.041
C -2.00451 -2.48140 5.09260 -0.137
H 1.71307 -0.34928 -3.33075 0.105
C 4.84232 -0.94340 1.54463 -0.161
H -0.85976 -1.76542 6.81598 0.074
N -1.67546 2.84695 0.50133 0.063
C -3.04448 3.36118 4.44483 -0.097
H 0.80393 3.26180 -3.73972 0.021
H 0.97290 -3.24842 -1.66729 0.097
C 0.22575 -1.18496 -1.32050 -0.065
C -0.17872 -2.41969 0.89051 -0.129
H -2.82654 -2.72746 5.78407 0.102
H 1.54651 -1.88262 -5.63719 0.084
C -1.36269 -0.32943 0.36530 0.057
S 1.26900 -4.56041 2.07163 0.687
H -0.76952 -3.30683 2.76439 0.088
H -3.81880 3.05018 2.36876 0.097
C -3.51662 2.49026 3.26297 -0.210
H -4.38649 -1.30861 3.14961 0.114
C -0.41816 -1.33587 -0.03341 0.007
H -3.62325 2.99953 -1.93206 0.036
N -0.96152 0.89546 -1.68996 0.102
H 5.47988 -0.17619 2.01295 0.038
C -1.87344 -1.53155 2.46477 0.019
H 3.96613 2.36683 -0.24655 0.032
O 0.17698 -5.47164 2.31033 -0.351
O 2.59205 -0.84983 -0.45916 -0.228
N -1.11786 -1.22407 -4.41996 0.160
H -1.32696 -0.44904 5.64031 0.060
B -2.66030 -1.74839 3.83439 -0.409

---

12
Properties=species:S:1:pos:R:3:nbo_charge:R:1 method="wB97M-V/def2-TZVPD" energy_ha=-683.5456 smiles=COc1ccsn1 total_charge=0 relative_energy_kj_mol=163.7
O -0.46007 -0.37928 1.02466 -0.494
H -1.16793 -1.99348 2.14449 0.195
H -0.23581 -2.35171 0.65272 0.186
C -0.16109 1.45007 -0.40171 -0.316
H 0.37983 2.83850 -2.08460 0.241
H -0.74063 2.03732 0.40185 0.238
S 0.96637 0.58116 -2.45620 0.567
N 0.69999 -0.49865 -1.14601 -0.642
C -0.32368 -1.73330 1.42827 -0.236
H 0.60981 -1.96342 2.14390 0.169
C 0.05600 0.08803 -0.17610 0.468
C 0.37722 1.92476 -1.53128 -0.376

---

14
Properties=species:S:1:pos:R:3:nbo_charge:R:1 method="wB97M-V/def2-TZVPD" energy_ha=-324.5419 total_charge=0 relative_energy_kj_mol=479.4
C 0.08782 -1.06484 -0.64623 0.143
H -1.82089 -1.43532 -0.82676 0.416
H 0.21095 -1.03971 -1.71732 0.174
O 1.11870 -0.71627 0.17258 -0.507
H 0.18202 0.83922 1.19900 0.209
C 1.07195 0.65181 0.58844 -0.152
H -2.58451 -1.46430 1.30803 0.193
C -1.55129 -1.20491 1.13857 -0.452
N -1.11529 -1.24438 -0.12309 -0.407
C 1.09887 1.60105 -0.52940 -0.050
H 1.09485 3.04862 -2.27997 0.237
H -0.82680 -1.13899 1.93720 0.195
C 1.09724 2.36770 -1.45743 -0.219
H 1.93637 0.80032 1.23637 0.220